Entry 1:
Formula: C20H22BaN2
Source: the Open Molecules 2025 dataset
Level of theory: ωB97M-V/def2-TZVPD

Last column: Mulliken charge in e.
Positions of all 45 atoms, in Å:
C1 1.08 -1.53 -2.69  -0.7882
C2 0.33 1.77 -2.16  -0.8296
C3 -0.32 -1.47 -2.21  -0.8501
H1 0.93 -1.98 -3.69  0.4842
C4 -1.02 1.67 -1.90  -1.1772
H2 0.98 2.24 -1.37  1.0530
H3 -0.64 -2.28 -1.54  0.2825
H4 -1.40 2.10 -0.94  0.3840
C5 -1.37 -0.75 -2.97  -0.7412
H5 -2.21 -1.48 -3.00  0.4731
H6 -0.98 -0.65 -4.00  0.3639
C6 1.95 -0.25 -2.82  -0.4347
H7 2.70 -0.45 -3.59  0.4222
H8 2.53 -0.08 -1.89  0.0857
C7 1.14 1.02 -3.20  -0.5460
H9 0.48 0.81 -4.05  0.2026
H10 1.87 1.79 -3.50  0.4748
C8 -1.96 0.63 -2.50  -0.4334
H11 -2.33 1.18 -3.39  0.3259
H12 -2.85 0.45 -1.85  0.2493
Ba1 0.21 0.12 -0.19  1.7320
H13 1.63 -2.27 -2.08  0.1970
C9 -1.71 3.63 4.08  -0.4993
C10 -2.09 3.71 2.74  -0.6359
C11 -1.97 2.62 1.89  -0.4615
C12 -1.44 1.41 2.44  0.6044
C13 -1.05 1.32 3.78  -0.1900
C14 -1.19 2.43 4.59  -0.5311
N1 -1.24 0.26 1.66  -0.6046
N2 -0.54 -0.85 2.07  -0.3877
C15 0.45 -1.74 1.62  0.3514
C16 0.80 -2.79 2.49  -0.3696
C17 1.88 -3.62 2.22  -0.7588
C18 2.71 -3.49 1.10  -0.5305
C19 2.44 -2.49 0.17  -0.6087
C20 1.31 -1.83 0.49  0.1711
H14 -1.80 4.49 4.74  0.3669
H15 -2.50 4.65 2.35  0.3637
H16 -2.26 2.69 0.83  0.4108
H17 -0.63 0.38 4.13  0.4350
H18 -0.88 2.34 5.61  0.3719
H19 0.22 -2.88 3.39  0.4033
H20 2.12 -4.41 2.92  0.3663
H21 3.56 -4.11 0.92  0.3954
H22 3.08 -2.32 -0.71  0.4076

For the frontier orbital gap (spin up / spin down), the calculation gives 3.3 / 3.3 eV. The value obtained for the relative energy (zero: lowest compared OMol25 entry of this formula, charge and spin) is 129.49 kcal/mol. The HOMO energy (spin up / spin down) is -5.1 / -5.0 eV. Its total charge is 0. The value obtained for the LUMO energy (spin up / spin down) is -0.065 / -0.063 Eh. The total energy is -24759.708 eV.

***

Entry 2:
Formula: C14H17BF2HfN6SSi
Source: the Open Molecules 2025 dataset
Level of theory: ωB97M-V/def2-TZVPD

Last column: natural (NBO) charge in e.
Positions of all 43 atoms, in Å:
Hf1 -0.15 -0.07 0.00  2.0919
C1 4.36 -3.65 0.99  -1.1249
Si1 3.41 -3.51 2.57  1.6271
C2 3.45 -5.08 3.54  -1.1361
C3 3.95 -2.06 3.61  -1.1238
C4 1.55 -3.21 2.13  -0.4485
C5 0.56 -4.11 2.51  -0.0499
C6 -0.79 -3.94 2.19  -0.2424
C7 -1.16 -2.83 1.49  0.0717
N1 -0.23 -1.92 1.12  -0.7169
C8 1.09 -2.12 1.41  0.1312
S1 2.11 -0.83 0.72  -0.1692
H1 5.38 -3.99 1.21  0.2673
H2 4.45 -2.69 0.47  0.2442
H3 3.91 -4.38 0.31  0.2524
H4 4.49 -5.29 3.82  0.2719
H5 3.10 -5.94 2.95  0.2519
H6 2.87 -5.02 4.46  0.2496
H7 4.95 -2.26 4.02  0.2677
H8 3.28 -1.90 4.45  0.2459
H9 4.02 -1.14 3.02  0.2408
H10 0.85 -5.00 3.07  0.2494
H11 -1.54 -4.67 2.49  0.2623
H12 -2.19 -2.63 1.21  0.2374
N2 1.23 3.93 -1.36  -0.2912
C9 1.16 2.67 -1.73  0.2737
N3 0.68 1.96 -0.71  -0.6566
C10 0.47 2.91 0.27  0.2954
N4 0.80 4.11 -0.09  -0.1706
C11 -0.06 2.55 1.59  0.1342
C12 -0.15 3.47 2.63  0.0722
N5 -0.61 3.12 3.82  -0.2732
C13 -0.99 1.86 4.00  0.0379
C14 -0.92 0.93 2.97  0.0476
N6 -0.45 1.28 1.78  -0.5662
H13 1.55 4.73 -1.90  0.4640
H14 1.45 2.29 -2.70  0.2643
H15 0.16 4.50 2.47  0.2529
H16 -1.36 1.58 4.97  0.2474
H17 -1.24 -0.10 3.11  0.2380
F1 -2.10 1.41 -0.91  -0.4812
B1 -2.12 0.06 -1.00  0.6644
F2 -2.56 -0.39 0.24  -0.5039

For the frontier orbital gap, the calculation gives 7.3 eV. The HOMO energy is -15.1 eV. Its total charge is +2. The value obtained for the LUMO energy is -0.287 Eh. The total energy is -49854.160 eV.

***

Entry 3:
Formula: C3H14O4
Source: the Open Molecules 2025 dataset
Level of theory: ωB97M-V/def2-TZVPD

Last column: Mulliken spin population.
Positions of all 21 atoms, in Å:
C1 0.01 0.76 0.45  0.2109
C2 1.32 0.93 -0.25  -0.0243
C3 1.10 1.98 -1.40  0.1136
O1 1.72 -0.35 -0.90  0.0194
H1 -0.02 -0.03 1.21  -0.1154
H2 -0.74 0.48 -0.22  0.2587
H3 -0.42 1.71 0.89  0.0144
H4 2.17 1.16 0.44  -0.0120
H5 0.72 2.93 -0.98  -0.0363
H6 0.36 1.73 -2.19  -0.0435
H7 2.05 2.21 -1.90  -0.0013
H8 1.41 -1.03 -0.29  -0.0312
H9 -3.36 -0.32 1.35  -0.2058
H10 -2.63 -1.33 2.42  -0.2688
O2 -2.70 -1.09 1.49  0.7977
H11 2.62 -2.71 1.68  -0.0336
H12 1.51 -3.59 2.01  -0.1449
O3 1.70 -2.95 1.42  0.2873
H13 -2.96 -0.27 -1.29  -0.0687
H14 -1.46 -0.26 -1.92  -0.0122
O4 -2.38 0.05 -2.02  0.2958

For the frontier orbital gap (spin up / spin down), the calculation gives 2.5 / 10.1 eV. The value obtained for the relative energy (zero: lowest compared OMol25 entry of this formula, charge and spin) is 15.62 kcal/mol. Its multiplicity is 2. The HOMO energy (spin up / spin down) is 0.7 / -6.9 eV. Its total charge is -1. The value obtained for the LUMO energy (spin up / spin down) is 0.118 / 0.119 Eh. The total energy is -11526.406 eV.

***

Entry 4:
Formula: C2H4N2O2
Source: the Open Molecules 2025 dataset
Level of theory: ωB97M-V/def2-TZVPD

Last column: natural (NBO) charge in e.
Positions of all 10 atoms, in Å:
N1 1.69 0.16 0.03  -0.8328
C1 0.52 -0.43 0.43  0.7846
O1 0.36 -1.02 1.47  -0.5909
N2 -0.50 -0.27 -0.53  -0.6814
C2 -1.79 0.06 -0.18  0.5395
O2 -2.62 0.42 -0.98  -0.5687
H1 2.40 0.19 0.74  0.4058
H2 1.62 0.99 -0.54  0.3925
H3 -0.27 -0.16 -1.51  0.4112
H4 -1.97 0.00 0.91  0.1400

For the frontier orbital gap, the calculation gives 11.0 eV. The value obtained for the relative energy (zero: lowest compared OMol25 entry of this formula, charge and spin) is 7.45 kcal/mol. The HOMO energy is -10.4 eV. Its total charge is 0. The value obtained for the LUMO energy is 0.022 Eh. The total energy is -9214.900 eV.

***

Entry 5:
Formula: C26H78O26
Source: the Open Molecules 2025 dataset
Level of theory: ωB97M-V/def2-TZVPD

Last column: Mulliken charge in e.
Positions of all 130 atoms, in Å:
C1 26.15 15.08 54.25  -0.1035
C2 27.47 14.75 55.02  -0.5933
O1 26.96 13.96 56.22  -0.5424
O2 26.53 16.02 53.23  0.0814
H1 25.29 15.44 55.10  -0.0620
H2 25.77 14.27 53.59  0.3151
H3 27.83 15.61 55.40  0.3302
H4 28.27 14.14 54.60  0.3997
H5 27.69 13.55 56.52  0.2827
H6 27.21 16.73 53.54  -0.1821
C3 24.13 22.50 56.02  -0.7157
C4 25.25 22.77 54.90  0.6204
O3 25.53 24.23 54.95  -0.6179
O4 23.90 21.14 56.01  -0.5710
H7 23.20 23.00 55.94  0.3733
H8 24.68 22.82 56.83  0.4593
H9 24.97 22.43 53.92  -0.1801
H10 26.26 22.18 54.96  0.0767
H11 25.85 24.35 53.96  0.3699
H12 23.64 20.91 55.28  0.2083
C5 22.59 15.32 47.19  -0.1836
C6 23.02 16.15 45.94  -0.6652
O5 24.36 16.23 45.66  -0.5251
O6 21.29 15.28 47.60  -0.6961
H13 23.34 15.70 47.97  -0.0384
H14 22.84 14.38 47.09  0.6916
H15 22.77 17.26 45.71  0.1479
H16 22.69 15.59 45.20  0.5269
H17 24.80 15.92 46.31  0.2240
H18 21.30 14.82 48.36  0.5685
C7 28.08 16.19 50.30  0.6194
C8 29.22 15.49 51.08  -0.0094
O7 30.36 16.50 51.09  -0.5611
O8 26.81 15.54 50.50  -0.1412
H19 28.22 16.44 49.21  0.3799
H20 27.75 17.32 50.66  -0.8134
H21 29.54 14.56 50.51  0.3386
H22 29.00 15.36 52.18  -0.1347
H23 31.02 16.43 50.44  0.2789
H24 26.48 15.43 51.40  -0.1258
C9 21.55 23.50 51.96  -0.6193
C10 22.07 22.27 52.83  0.5370
O9 20.80 21.56 53.09  -0.5740
O10 22.72 24.22 51.80  -0.5229
H25 20.82 24.15 52.56  0.3216
H26 21.01 23.22 51.11  0.4131
H27 22.58 22.50 53.74  -0.0620
H28 22.82 21.91 52.19  -0.0528
H29 20.38 21.33 52.33  0.2788
H30 22.50 25.17 51.42  0.3047
C11 20.11 19.19 50.21  -0.7007
C12 20.72 17.91 49.56  1.4702
O11 20.76 17.84 48.14  -0.6832
O12 20.20 19.01 51.66  -0.3443
H31 18.93 19.45 49.93  0.2398
H32 20.66 20.01 49.94  0.4483
H33 20.21 17.04 50.21  -0.1089
H34 21.72 17.95 49.93  -0.5687
H35 21.18 16.93 47.85  0.2854
H36 19.56 18.39 51.83  0.2287
C13 26.31 19.02 55.92  1.0916
C14 27.75 18.62 55.95  -0.7133
O13 28.14 18.03 54.68  -0.3180
O14 26.18 19.76 57.04  -0.6823
H37 25.52 18.26 56.12  0.0673
H38 26.19 19.69 55.05  -0.4957
H39 28.25 18.01 56.78  0.3212
H40 28.51 19.54 56.07  0.2500
H41 29.18 18.01 54.64  0.2329
H42 25.42 20.47 57.04  0.3474
C15 23.28 13.58 50.67  0.6673
C16 21.76 13.50 51.00  -0.6499
O15 20.98 14.14 50.03  -0.4682
O16 23.92 12.90 51.73  -0.5491
H43 23.54 14.65 50.56  -0.3282
H44 23.88 13.05 49.78  0.0355
H45 21.67 13.95 51.91  0.3911
H46 21.34 12.50 51.06  0.2996
H47 20.13 14.14 50.42  0.2510
H48 23.65 13.35 52.58  0.3055
C17 29.67 21.24 51.17  -0.7223
C18 28.86 20.48 52.20  0.5548
O17 27.56 21.20 52.10  -0.5794
O18 30.95 20.57 51.27  -0.5190
H49 29.70 22.25 51.54  0.2559
H50 29.11 21.20 50.35  0.4434
H51 29.11 20.50 53.31  0.0630
H52 28.74 19.43 52.00  -0.2150
H53 26.82 20.49 52.26  0.1857
H54 31.16 20.15 50.51  0.2882
C19 24.34 18.69 50.70  -0.0755
C20 25.31 18.85 51.84  0.3494
O19 24.95 19.96 52.59  -0.1758
O20 24.66 17.62 49.87  0.7222
H55 24.24 19.56 49.87  -0.0182
H56 23.22 18.55 50.96  -1.0724
H57 26.22 18.91 51.59  0.5561
H58 25.23 18.04 52.47  0.3164
H59 24.29 19.72 53.28  -0.2827
H60 25.13 16.86 50.29  -0.3498
C21 25.71 19.60 46.23  0.0998
C22 26.26 20.06 47.64  -1.1268
O21 26.81 18.88 48.24  -0.5600
O22 25.36 20.61 45.42  -0.5881
H61 24.75 19.12 46.66  -0.1306
H62 26.38 18.93 45.78  0.3339
H63 25.62 20.55 48.29  0.4100
H64 26.96 20.65 47.61  0.8485
H65 26.10 18.33 48.76  0.2318
H66 24.75 20.39 44.68  0.3520
C23 22.04 17.52 55.78  -0.9143
C24 22.77 17.68 54.34  0.3296
O23 22.61 18.93 53.75  -0.2447
O24 22.45 16.23 56.29  -0.5203
H67 20.93 17.77 55.69  0.3554
H68 22.31 18.26 56.42  0.5393
H69 22.06 17.04 53.68  0.3513
H70 23.80 17.28 54.31  -0.3850
H71 21.74 18.82 53.39  0.0382
H72 21.97 16.01 57.13  0.2890
C25 27.00 13.26 48.08  -0.0908
C26 26.64 14.45 47.34  -0.5943
O25 25.67 15.17 48.03  0.6194
O26 27.96 12.54 47.47  -0.5785
H73 26.04 12.53 48.12  0.1995
H74 27.09 13.56 49.04  -0.2418
H75 26.32 14.11 46.28  0.3480
H76 27.49 14.82 47.20  0.7017
H77 26.07 15.55 48.94  -0.3839
H78 27.51 11.88 46.85  0.4098

For the frontier orbital gap, the calculation gives 9.4 eV. The value obtained for the relative energy (zero: lowest compared OMol25 entry of this formula, charge and spin) is 403.53 kcal/mol. The HOMO energy is -9.4 eV. Its total charge is 0. The value obtained for the LUMO energy is -0.003 Eh. The total energy is -81439.666 eV.

***

Entry 6:
Formula: CH7N2
Source: the Open Molecules 2025 dataset
Level of theory: ωB97M-V/def2-TZVPD

Last column: natural (NBO) charge in e.
Positions of all 10 atoms, in Å:
N1 0.97 0.37 1.34  -1.0259
H1 1.53 0.94 0.72  0.3966
H2 0.68 0.96 2.12  0.4095
H3 1.58 -0.35 1.70  0.4155
H4 -0.30 0.13 0.50  0.4567
C1 -0.60 -0.64 -1.47  0.1452
N2 -1.03 -0.08 -0.39  -0.6397
H5 -0.77 -0.28 -2.48  0.2123
H6 -0.39 -1.72 -1.40  0.2193
H7 -1.68 0.68 -0.63  0.4104

For the frontier orbital gap, the calculation gives 10.9 eV. The value obtained for the relative energy (zero: lowest compared OMol25 entry of this formula, charge and spin) is 25.66 kcal/mol. The HOMO energy is -16.5 eV. Its total charge is +1. The value obtained for the LUMO energy is -0.206 Eh. The total energy is -4122.799 eV.

***

> Which value of total charge does entry 3 give?

-1